{
  "formula": "C48H120BCdF4N8O4S",
  "method": "ωB97M-V/def2-TZVPD",
  "species": ["Cd", "S", "O", "O", "O", "O", "B", "F", "F", "F", "F", "C", "C", "N", "C", "C", "C", "C", "H", "H", "H", "H", "H", "H", "H", "H", "H", "H", "H", "H", "H", "H", "H", "C", "C", "N", "C", "C", "C", "C", "H", "H", "H", "H", "H", "H", "H", "H", "H", "H", "H", "H", "H", "H", "H", "C", "C", "N", "C", "C", "C", "C", "H", "H", "H", "H", "H", "H", "H", "H", "H", "H", "H", "H", "H", "H", "H", "C", "C", "N", "C", "C", "C", "C", "H", "H", "H", "H", "H", "H", "H", "H", "H", "H", "H", "H", "H", "H", "H", "C", "C", "N", "C", "C", "C", "C", "H", "H", "H", "H", "H", "H", "H", "H", "H", "H", "H", "H", "H", "H", "H", "C", "C", "N", "C", "C", "C", "C", "H", "H", "H", "H", "H", "H", "H", "H", "H", "H", "H", "H", "H", "H", "H", "C", "C", "N", "C", "C", "C", "C", "H", "H", "H", "H", "H", "H", "H", "H", "H", "H", "H", "H", "H", "H", "H", "C", "C", "N", "C", "C", "C", "C", "H", "H", "H", "H", "H", "H", "H", "H", "H", "H", "H", "H", "H", "H", "H"],
  "positions_angstrom": [[3.487, -18.101, 8.394], [3.182, -15.308, 5.690], [3.079, -15.306, 7.143], [4.254, -14.525, 5.123], [3.293, -16.732, 5.565], [2.124, -14.650, 4.973], [6.129, -19.028, 10.197], [6.378, -18.182, 9.173], [5.134, -18.410, 10.906], [5.450, -20.048, 9.585], [7.178, -19.438, 10.987], [5.221, -14.416, 19.437], [5.190, -14.167, 17.926], [4.369, -15.095, 17.200], [5.057, -16.384, 17.058], [4.212, -17.591, 16.509], [3.955, -14.533, 15.922], [5.054, -14.382, 14.892], [5.764, -13.620, 19.947], [5.613, -15.395, 19.712], [4.199, -14.484, 19.810], [4.659, -13.229, 17.760], [6.212, -14.084, 17.554], [5.451, -16.754, 18.005], [6.007, -16.265, 16.536], [3.331, -17.839, 17.101], [4.771, -18.523, 16.425], [4.032, -17.438, 15.445], [3.229, -15.253, 15.544], [3.490, -13.574, 16.147], [4.589, -14.015, 13.977], [5.879, -13.717, 15.149], [5.504, -15.330, 14.598], [15.146, -15.796, 9.992], [15.267, -16.554, 8.647], [14.818, -17.946, 8.608], [13.461, -18.175, 9.156], [13.375, -19.612, 9.622], [14.874, -18.457, 7.235], [16.337, -18.718, 6.828], [15.799, -16.255, 10.735], [14.109, -15.697, 10.312], [15.517, -14.787, 9.814], [14.882, -15.913, 7.853], [16.353, -16.555, 8.558], [13.253, -17.511, 9.995], [12.643, -18.032, 8.449], [12.425, -19.886, 10.081], [13.521, -20.270, 8.766], [14.118, -19.864, 10.379], [14.395, -17.748, 6.560], [14.304, -19.374, 7.082], [16.365, -19.203, 5.852], [16.854, -19.432, 7.469], [16.911, -17.791, 6.809], [-2.034, -19.556, 8.236], [-0.645, -19.002, 8.140], [0.409, -19.692, 8.937], [0.453, -21.119, 8.563], [0.911, -21.371, 7.128], [0.139, -19.700, 10.391], [-0.040, -18.281, 10.968], [-2.689, -18.859, 7.712], [-2.362, -19.588, 9.275], [-2.049, -20.547, 7.782], [-0.380, -19.065, 7.084], [-0.606, -17.930, 8.332], [1.168, -21.633, 9.206], [-0.488, -21.640, 8.740], [0.763, -22.432, 6.930], [0.390, -20.779, 6.375], [1.940, -21.056, 6.956], [0.942, -20.233, 10.900], [-0.770, -20.258, 10.613], [0.803, -17.643, 10.700], [-0.156, -18.314, 12.051], [-0.937, -17.845, 10.530], [9.272, -18.143, 3.665], [9.213, -19.666, 3.744], [9.429, -20.339, 2.412], [8.352, -20.021, 1.467], [6.973, -20.546, 1.948], [10.753, -20.190, 1.886], [11.093, -21.330, 0.954], [10.170, -17.689, 3.247], [9.177, -17.674, 4.644], [8.396, -17.784, 3.125], [10.073, -19.907, 4.369], [8.335, -20.028, 4.279], [8.358, -18.975, 1.159], [8.552, -20.505, 0.511], [7.087, -21.604, 2.183], [6.667, -20.124, 2.905], [6.220, -20.337, 1.188], [11.586, -20.178, 2.590], [10.766, -19.285, 1.278], [10.433, -21.377, 0.088], [11.074, -22.283, 1.483], [12.063, -21.155, 0.489], [7.973, -24.690, 14.883], [7.616, -24.982, 16.360], [6.854, -26.233, 16.627], [7.468, -27.457, 16.056], [8.933, -27.826, 16.380], [6.725, -26.307, 18.106], [5.615, -27.218, 18.575], [7.098, -24.416, 14.293], [8.406, -25.516, 14.319], [8.617, -23.839, 14.661], [8.586, -25.006, 16.856], [7.107, -24.154, 16.853], [7.332, -27.440, 14.975], [6.905, -28.343, 16.351], [9.260, -28.743, 15.888], [9.110, -27.911, 17.452], [9.639, -27.086, 16.004], [7.633, -26.654, 18.599], [6.553, -25.324, 18.544], [5.746, -27.438, 19.635], [4.650, -26.743, 18.401], [5.491, -28.179, 18.075], [10.179, -11.143, 4.442], [10.003, -11.778, 5.857], [9.822, -10.730, 6.884], [8.555, -10.024, 6.764], [8.208, -9.071, 7.906], [10.121, -11.235, 8.239], [9.194, -12.379, 8.669], [11.083, -10.534, 4.462], [9.318, -10.539, 4.157], [10.254, -11.989, 3.759], [9.102, -12.390, 5.854], [10.868, -12.404, 6.074], [8.656, -9.409, 5.870], [7.715, -10.701, 6.604], [7.349, -8.487, 7.576], [7.952, -9.552, 8.850], [8.972, -8.317, 8.093], [10.108, -10.378, 8.912], [11.139, -11.621, 8.174], [8.155, -12.214, 8.386], [9.158, -12.461, 9.756], [9.546, -13.344, 8.304], [8.082, -26.995, 5.156], [7.961, -27.157, 6.644], [6.868, -26.399, 7.211], [6.703, -26.915, 8.593], [5.469, -26.214, 9.262], [7.087, -24.930, 7.121], [8.249, -24.361, 8.038], [8.386, -25.999, 4.836], [7.132, -27.184, 4.656], [8.688, -27.792, 4.724], [7.715, -28.208, 6.796], [8.932, -27.004, 7.114], [6.388, -27.947, 8.440], [7.611, -26.782, 9.182], [4.658, -26.275, 8.536], [5.216, -26.755, 10.174], [5.762, -25.196, 9.517], [6.141, -24.429, 7.326], [7.284, -24.735, 6.067], [9.237, -24.731, 7.764], [8.056, -24.628, 9.077], [8.295, -23.273, 7.984], [14.945, -19.007, 15.793], [13.987, -18.393, 16.917], [12.642, -18.987, 17.019], [12.693, -20.402, 17.448], [13.275, -20.559, 18.868], [11.792, -18.857, 15.846], [11.557, -17.354, 15.504], [15.946, -18.580, 15.865], [14.567, -18.875, 14.779], [15.162, -20.053, 16.006], [14.382, -18.505, 17.927], [13.864, -17.322, 16.758], [11.677, -20.797, 17.464], [13.288, -20.932, 16.705], [12.837, -19.802, 19.519], [12.921, -21.496, 19.297], [14.362, -20.484, 18.895], [10.808, -19.303, 15.992], [12.200, -19.354, 14.966], [10.856, -17.287, 14.672], [12.516, -16.960, 15.167], [11.091, -16.820, 16.332]],
  "total_charge": -1,
  "spin_multiplicity": 1,
  "lumo_energy_ev": -1.635
}

{
  "formula": "C25H21N10Sn",
  "method": "ωB97M-V/def2-TZVPD",
  "species": ["Sn", "C", "N", "C", "C", "N", "C", "C", "C", "C", "C", "C", "N", "C", "N", "C", "C", "C", "C", "C", "C", "N", "H", "H", "H", "H", "H", "H", "H", "H", "H", "H", "H", "H", "H", "H", "H", "N", "C", "C", "C", "N", "C", "C", "H", "H", "H", "H", "H", "H", "N", "C", "C", "C", "N", "C", "N"],
  "positions_angstrom": [[0.756, 0.063, -0.225], [-2.608, 1.352, 0.460], [-1.927, 0.084, 0.751], [-2.007, -0.356, 2.148], [-0.660, -0.538, 2.776], [0.479, -0.628, 2.106], [1.472, -0.789, 3.042], [2.858, -0.943, 2.890], [3.615, -1.089, 4.037], [3.023, -1.096, 5.301], [1.646, -0.939, 5.473], [0.884, -0.793, 4.325], [-0.468, -0.624, 4.103], [-1.662, 2.406, -0.023], [-0.469, 2.149, -0.539], [0.077, 3.360, -0.882], [1.316, 3.668, -1.465], [1.602, 5.000, -1.685], [0.685, 6.003, -1.360], [-0.551, 5.715, -0.775], [-0.840, 4.379, -0.548], [-1.924, 3.722, 0.000], [-3.128, 1.738, 1.346], [-3.375, 1.215, -0.314], [-2.327, -0.638, 0.158], [-2.549, -1.307, 2.234], [-2.560, 0.370, 2.754], [3.311, -0.953, 1.907], [4.686, -1.198, 3.960], [3.647, -1.230, 6.170], [1.212, -0.943, 6.460], [-1.183, -0.610, 4.817], [2.008, 2.883, -1.739], [2.552, 5.278, -2.116], [0.936, 7.029, -1.578], [-1.237, 6.509, -0.526], [-2.775, 4.162, 0.324], [-1.445, -4.714, -4.440], [-1.106, -3.761, -3.575], [-1.293, -3.921, -2.177], [-0.910, -2.908, -1.330], [-0.366, -1.758, -1.751], [-0.186, -1.594, -3.070], [-0.529, -2.538, -4.006], [-1.849, -5.590, -4.131], [-1.302, -4.594, -5.435], [-1.716, -4.835, -1.789], [-1.022, -3.012, -0.256], [0.259, -0.652, -3.376], [-0.347, -2.368, -5.055], [1.856, 1.888, 1.302], [2.029, 2.720, 2.090], [2.142, 3.734, 3.020], [1.591, 4.979, 2.685], [1.068, 5.950, 2.365], [2.665, 3.473, 4.292], [3.031, 3.208, 5.348]],
  "total_charge": 3,
  "spin_multiplicity": 1,
  "lumo_energy_ev": [-10.509, -13.009]
}

{
  "formula": "C60H54N12O18",
  "method": "ωB97M-V/def2-TZVPD",
  "species": ["O", "N", "O", "C", "C", "C", "C", "C", "C", "H", "H", "H", "H", "H", "O", "N", "O", "C", "C", "C", "C", "C", "C", "H", "H", "H", "H", "H", "O", "N", "O", "C", "C", "C", "C", "C", "C", "H", "H", "H", "H", "H", "O", "N", "O", "C", "C", "C", "C", "C", "C", "H", "H", "H", "H", "H", "O", "N", "O", "C", "C", "C", "C", "C", "C", "H", "H", "H", "H", "H", "O", "N", "O", "C", "C", "C", "C", "C", "C", "H", "H", "H", "H", "H", "O", "N", "O", "C", "C", "C", "C", "C", "C", "H", "H", "H", "H", "H", "O", "N", "O", "C", "C", "C", "C", "C", "C", "H", "H", "H", "H", "H", "O", "N", "O", "C", "C", "C", "C", "C", "C", "H", "H", "H", "H", "H", "C", "C", "N", "H", "H", "H", "C", "C", "N", "H", "H", "H", "C", "C", "N", "H", "H", "H"],
  "positions_angstrom": [[12.219, 5.689, -9.608], [13.430, 5.605, -9.599], [14.171, 6.576, -9.669], [14.069, 4.247, -9.390], [13.266, 3.161, -9.057], [13.790, 1.929, -8.672], [15.191, 1.745, -8.713], [15.989, 2.863, -9.044], [15.444, 4.058, -9.391], [12.199, 3.328, -9.018], [13.118, 1.096, -8.528], [15.590, 0.766, -8.494], [17.057, 2.705, -9.027], [16.133, 4.862, -9.601], [7.455, 4.774, -11.776], [7.922, 3.709, -11.420], [8.334, 2.957, -12.289], [7.978, 3.342, -9.954], [7.799, 4.338, -8.964], [7.904, 4.034, -7.641], [8.170, 2.729, -7.299], [8.290, 1.729, -8.267], [8.178, 2.022, -9.585], [7.698, 5.380, -9.227], [7.771, 4.784, -6.875], [8.195, 2.329, -6.296], [8.357, 0.741, -7.837], [8.284, 1.244, -10.327], [7.107, -6.252, -9.337], [7.656, -5.458, -8.581], [7.911, -4.292, -8.834], [8.088, -5.973, -7.236], [7.728, -7.211, -6.860], [8.022, -7.657, -5.546], [8.784, -6.813, -4.674], [9.219, -5.541, -5.119], [8.866, -5.159, -6.382], [7.124, -7.839, -7.499], [7.706, -8.649, -5.260], [9.087, -7.141, -3.691], [9.874, -4.961, -4.486], [9.192, -4.161, -6.634], [19.459, -1.886, -6.789], [19.879, -2.067, -7.972], [19.066, -2.463, -8.775], [21.310, -1.947, -8.287], [22.211, -1.490, -7.316], [23.568, -1.468, -7.606], [24.029, -1.831, -8.856], [23.197, -2.395, -9.795], [21.817, -2.400, -9.491], [21.803, -1.107, -6.392], [24.198, -1.050, -6.835], [25.078, -1.834, -9.111], [23.465, -2.789, -10.764], [21.161, -2.599, -10.325], [14.065, -7.456, -1.070], [13.620, -7.978, -2.122], [13.804, -7.484, -3.267], [12.783, -9.131, -1.964], [12.282, -9.718, -3.117], [11.578, -10.868, -3.118], [11.367, -11.484, -1.877], [11.751, -10.893, -0.694], [12.530, -9.696, -0.703], [12.526, -9.293, -4.080], [11.291, -11.312, -4.059], [10.752, -12.372, -1.872], [11.637, -11.285, 0.306], [12.727, -9.158, 0.212], [23.065, -0.793, -2.320], [23.089, -1.946, -1.808], [24.091, -2.421, -1.362], [21.850, -2.740, -1.558], [21.838, -3.945, -0.796], [20.603, -4.587, -0.608], [19.427, -4.018, -0.944], [19.438, -2.765, -1.600], [20.643, -2.132, -1.903], [22.746, -4.412, -0.443], [20.695, -5.515, -0.064], [18.506, -4.551, -0.759], [18.522, -2.300, -1.934], [20.575, -1.129, -2.298], [10.572, 0.644, 0.276], [11.659, 1.208, 0.212], [12.617, 0.870, -0.451], [11.802, 2.467, 0.999], [10.727, 3.016, 1.654], [10.848, 4.261, 2.118], [12.053, 4.892, 2.113], [13.215, 4.315, 1.595], [13.049, 3.088, 0.971], [9.791, 2.482, 1.576], [10.017, 4.731, 2.623], [12.168, 5.910, 2.455], [14.200, 4.758, 1.598], [13.873, 2.605, 0.468], [17.786, 3.730, -5.374], [16.812, 3.312, -4.728], [16.769, 2.257, -4.108], [15.651, 4.241, -4.598], [14.387, 3.677, -4.208], [13.222, 4.466, -4.191], [13.353, 5.806, -4.462], [14.600, 6.389, -4.884], [15.713, 5.601, -4.967], [14.350, 2.621, -3.984], [12.238, 4.071, -3.986], [12.495, 6.453, -4.349], [14.702, 7.458, -4.994], [16.605, 6.034, -5.397], [22.819, -5.832, -4.985], [22.505, -6.195, -6.126], [23.341, -6.357, -6.964], [21.077, -6.368, -6.457], [20.682, -6.773, -7.692], [19.343, -7.043, -7.928], [18.378, -6.761, -6.962], [18.756, -6.298, -5.769], [20.109, -6.041, -5.495], [21.440, -7.065, -8.404], [19.007, -7.563, -8.812], [17.384, -7.032, -7.287], [18.029, -5.958, -5.047], [20.351, -5.633, -4.524], [14.024, -1.918, -4.483], [12.634, -1.585, -4.689], [11.524, -1.293, -4.861], [14.422, -1.563, -3.532], [14.625, -1.548, -5.313], [14.036, -3.003, -4.587], [12.678, -6.404, -7.839], [12.916, -4.983, -8.104], [13.083, -3.921, -8.329], [12.733, -6.542, -6.760], [13.410, -7.030, -8.349], [11.699, -6.709, -8.210], [7.348, -1.836, -2.445], [6.669, -1.196, -1.283], [6.139, -0.687, -0.381], [8.127, -2.517, -2.102], [7.732, -1.098, -3.151], [6.614, -2.420, -3.000]],
  "total_charge": 0,
  "spin_multiplicity": 1,
  "lumo_energy_ev": -1.495,
  "smiles": "O=[N+]([O-])c1ccccc1.O=[N+]([O-])c1ccccc1.O=[N+]([O-])c1ccccc1.O=[N+]([O-])c1ccccc1.O=[N+]([O-])c1ccccc1.O=[N+]([O-])c1ccccc1.O=[N+]([O-])c1ccccc1.O=[N+]([O-])c1ccccc1.O=[N+]([O-])c1ccccc1.CC#N.CC#N.CC#N"
}

{
  "formula": "C27H10F4N7OOsPSe2",
  "method": "ωB97M-V/def2-TZVPD",
  "species": ["Os", "Se", "P", "Se", "C", "C", "C", "C", "C", "C", "C", "C", "C", "C", "C", "C", "H", "H", "H", "H", "H", "H", "H", "H", "H", "H", "O", "N", "C", "C", "N", "C", "N", "F", "C", "C", "F", "C", "C", "C", "F", "C", "C", "C", "N", "C", "N", "F", "C", "C", "N", "C", "N"],
  "positions_angstrom": [[2.364, -1.901, 1.449], [1.297, -3.000, -0.378], [-0.334, -1.621, -1.132], [0.336, -0.443, 2.652], [-0.415, -1.803, -2.920], [0.183, -0.855, -3.751], [0.097, -1.002, -5.124], [-0.564, -2.099, -5.663], [-1.143, -3.050, -4.830], [-1.094, -2.904, -3.456], [-1.929, -2.065, -0.477], [-2.077, -2.878, 0.656], [-3.339, -3.134, 1.148], [-4.453, -2.539, 0.555], [-4.309, -1.710, -0.554], [-3.054, -1.461, -1.068], [0.700, -0.004, -3.327], [0.533, -0.258, -5.777], [-0.636, -2.215, -6.736], [-1.645, -3.911, -5.250], [-1.546, -3.644, -2.810], [-1.206, -3.323, 1.122], [-3.465, -3.790, 1.998], [-5.435, -2.703, 0.978], [-5.177, -1.247, -1.002], [-2.933, -0.799, -1.917], [1.549, -2.792, 2.995], [0.777, -1.966, 3.680], [0.487, -2.175, 4.926], [-0.387, -1.262, 5.582], [-1.102, -0.529, 6.101], [1.095, -3.224, 5.670], [1.642, -4.027, 6.282], [4.199, 4.589, 1.116], [3.045, 4.081, 0.746], [1.923, 4.863, 0.821], [2.052, 6.102, 1.233], [0.617, 4.379, 0.503], [0.581, 3.036, 0.021], [1.701, 2.273, -0.061], [1.559, 1.060, -0.609], [2.986, 2.719, 0.344], [4.111, 1.847, 0.428], [3.876, 0.485, 0.528], [3.501, -0.618, 0.653], [5.443, 2.332, 0.535], [6.529, 2.702, 0.604], [-0.554, 2.480, -0.376], [-0.543, 5.150, 0.656], [-1.836, 4.604, 0.432], [-2.885, 4.155, 0.283], [-0.536, 6.500, 1.084], [-0.587, 7.595, 1.437]],
  "total_charge": 2,
  "s2": 6.47,
  "spin_multiplicity": 5,
  "lumo_energy_ev": [-9.194, -9.238]
}

no.,E (Eh)
1,-3630.00833
2,-1726.15473
3,-4329.17932
4,-7126.84067